Below is a molecular structure, C25H22N5O2PPd, with properties calculated with wB97M-V/def2-TZVPD.

Summary:
Charge: +2
⟨S²⟩: 6.027
Gap between HOMO and LUMO (spin up / spin down), eV: 7.9 / 6.3
Highest occupied orbital energy (spin up / spin down), hartree: -0.506 / -0.532
LUMO level (spin up / spin down), eV: -5.8686 / -8.1371
ΔE to the lowest compared entry with this formula, charge and spin, eV: 0.000
2S+1: 5

XYZ file:
```
56
Properties=species:S:1:pos:R:3:forces:R:3:mulliken_spin:R:1
Pd -0.52083 1.57810 0.57473 -0.041 0.298 -0.105 1.4686
N 3.45064 3.11406 0.70727 0.034 0.012 -0.089 0.0025
C 3.81371 2.06777 1.52218 -0.067 -0.051 0.086 0.0038
C 2.70813 1.28258 1.64653 -0.061 -0.044 -0.096 0.0010
N 1.69015 1.83657 0.90681 0.003 0.017 0.137 0.1052
C 2.16625 2.93479 0.34921 -0.031 -0.087 0.068 0.0511
C 1.30739 3.69656 -0.54089 0.034 0.028 -0.006 -0.0349
N 0.06149 3.29745 -0.73559 -0.040 -0.114 0.073 0.0737
C -0.49290 4.15303 -1.65770 -0.013 -0.044 0.044 -0.0001
C 0.43741 5.07876 -2.01248 -0.050 0.003 -0.021 0.0008
N 1.57129 4.77614 -1.29622 0.020 -0.008 0.000 0.0048
H 4.05564 3.87509 0.44285 0.013 -0.006 -0.004 0.0006
H 4.80119 1.97873 1.93880 0.007 0.029 -0.006 0.0008
H 2.58346 0.34909 2.17623 0.010 0.158 0.038 0.0067
H -1.50667 4.03743 -1.99730 0.002 0.022 -0.016 -0.0006
H 0.39229 5.90635 -2.69777 0.025 0.007 0.008 0.0004
H 2.43758 5.28782 -1.34727 0.006 -0.001 -0.001 0.0003
O -3.17120 2.74733 -0.56473 0.037 0.045 0.019 0.0218
N -2.65080 1.51494 -0.16878 0.164 -0.084 0.131 0.1199
C -3.46330 0.56813 -0.42055 -0.052 0.023 -0.055 -0.0083
C -3.30517 -0.87014 -0.18725 0.008 -0.054 0.027 -0.0122
C -4.48905 -1.58871 -0.35710 -0.001 -0.001 0.004 -0.0039
C -4.55175 -2.95450 -0.12163 0.006 0.006 0.003 0.0063
C -3.41852 -3.62862 0.29147 0.012 -0.006 0.001 -0.0009
C -2.22373 -2.93605 0.45308 -0.009 -0.002 0.025 0.0103
C -2.14637 -1.56968 0.21107 -0.021 0.082 0.002 -0.0284
P -0.50427 -0.83520 0.33077 -0.051 -0.115 0.017 0.3774
C 0.44063 -1.69875 1.58142 0.029 0.015 -0.003 -0.0020
C 1.39428 -2.65977 1.23999 -0.010 0.009 0.013 0.0211
C 2.08397 -3.32166 2.24445 0.003 -0.004 0.010 -0.0042
C 1.82536 -3.02989 3.57747 0.005 -0.005 -0.007 0.0156
C 0.87365 -2.07561 3.91791 -0.008 0.006 -0.012 -0.0120
C 0.18247 -1.40559 2.92264 -0.002 0.016 0.017 0.0209
C 0.29227 -0.98803 -1.26280 -0.086 -0.037 -0.027 -0.0232
C -0.41875 -1.40898 -2.38753 -0.008 -0.004 -0.055 0.0437
C 0.22031 -1.48228 -3.61545 -0.021 0.000 0.009 -0.0119
C 1.55918 -1.13542 -3.72396 0.027 0.013 0.016 0.0454
C 2.26737 -0.70900 -2.60491 0.029 -0.001 -0.013 -0.0282
C 1.63824 -0.62626 -1.37617 0.124 0.064 0.017 0.0724
H -2.95850 3.36087 0.15374 -0.008 -0.005 -0.010 -0.0006
H -4.42484 0.87325 -0.82855 0.008 -0.006 -0.018 0.0114
H -5.38364 -1.06503 -0.66931 0.002 0.004 0.000 0.0003
H -5.48599 -3.48132 -0.25789 0.000 -0.001 0.003 0.0001
H -3.45097 -4.69220 0.48435 -0.002 -0.001 -0.002 0.0005
H -1.34006 -3.47563 0.76933 0.001 -0.001 0.000 0.0016
H 1.59112 -2.89738 0.20265 0.001 0.006 -0.008 0.0031
H 2.81911 -4.07141 1.98529 0.001 -0.001 0.001 0.0003
H 2.36550 -3.55138 4.35625 0.002 0.000 0.000 0.0007
H 0.67124 -1.85388 4.95682 0.003 -0.004 0.003 -0.0002
H -0.55733 -0.65942 3.19006 0.003 0.001 -0.005 -0.0072
H -1.45922 -1.69659 -2.30729 0.005 -0.002 0.012 0.0029
H -0.32583 -1.82032 -4.48543 0.001 -0.002 -0.001 -0.0005
H 2.05695 -1.20267 -4.68196 0.000 0.002 -0.001 0.0016
H 3.31397 -0.44990 -2.69374 0.000 -0.002 -0.001 -0.0008
H 2.19112 -0.29481 -0.50153 -0.047 -0.081 -0.137 0.0124
O -1.01366 1.82124 2.36843 0.003 -0.093 -0.086 1.6700
```
Forces are in eV/Å.